[1]
A structure of composition C17H49NaO8S7, computed with ωB97M-V with the def2-TZVPD basis set.

XYZ file:
```
82
Properties=species:S:1:pos:R:3:lowdin_charge:R:1
Na 21.37323 -12.87624 17.98848 0.68
C 23.17535 -14.22571 21.88521 -0.07
C 24.03862 -14.12974 20.53285 -0.55
C 25.10408 -15.18516 20.54530 -0.07
O 23.04103 -14.21175 19.49287 -0.39
H 22.89314 -15.21942 22.23303 0.04
H 22.24824 -13.65307 21.85976 0.05
H 23.64203 -13.74247 22.74358 0.04
H 24.34042 -13.09109 20.66787 0.08
H 25.56462 -15.36246 19.57341 0.08
H 24.98639 -16.21098 20.89452 0.04
H 25.96251 -14.72037 21.03024 0.06
C 23.82985 -11.60601 27.33751 -0.27
S 24.10613 -12.31948 25.69862 0.81
O 25.63041 -12.44541 25.73913 -0.56
C 23.27547 -13.93909 26.00857 -0.24
H 24.39011 -10.67610 27.43488 0.05
H 24.31306 -12.35093 27.96973 0.05
H 22.77435 -11.48789 27.58259 0.05
H 22.31199 -13.95508 26.51802 0.04
H 24.00048 -14.61603 26.46045 0.07
H 23.01467 -14.20908 24.98525 0.00
C 24.63641 -11.17859 17.22928 -0.22
S 23.84449 -9.48831 16.76435 0.84
O 24.87829 -8.50002 17.35804 -0.59
C 24.16452 -9.36052 14.91467 -0.23
H 24.14376 -11.98339 16.68366 0.03
H 24.77784 -11.49713 18.26205 0.03
H 25.66976 -11.02831 16.91669 0.05
H 25.06525 -9.93200 14.69065 0.04
H 24.33643 -8.33845 14.57714 0.06
H 23.37338 -9.91642 14.41151 0.04
C 19.70026 -17.03606 20.39851 -0.21
S 18.23017 -15.90560 20.43845 0.81
O 17.51809 -15.97833 21.72676 -0.55
C 19.12763 -14.31722 20.30912 -0.25
H 20.23083 -16.83916 19.46694 0.06
H 19.10049 -17.94459 20.45282 0.04
H 20.30979 -16.91700 21.29428 0.04
H 19.83760 -14.32447 19.48208 0.02
H 19.65746 -14.10894 21.23864 0.03
H 18.38155 -13.53237 20.18474 0.05
C 28.03742 -12.59018 22.56511 -0.23
S 29.23884 -13.26592 21.28776 0.80
O 30.65590 -12.71197 21.55177 -0.57
C 28.55957 -12.47445 19.76666 -0.25
H 26.96027 -12.74803 22.61917 0.04
H 28.32639 -11.54722 22.43537 0.03
H 28.42515 -12.86383 23.54638 0.05
H 27.51263 -12.66690 19.53218 0.04
H 29.29884 -12.76486 19.02017 0.04
H 28.64248 -11.41458 20.00731 0.04
C 23.17594 -17.99121 22.46542 -0.26
S 23.19298 -18.72401 20.77913 0.80
O 22.99705 -17.64250 19.75650 -0.56
C 24.95839 -19.55211 20.81104 -0.20
H 22.23603 -17.48349 22.68199 0.02
H 24.07909 -17.38463 22.53236 0.04
H 23.09349 -18.74609 23.24737 0.06
H 25.58371 -18.80035 21.29264 0.03
H 25.05495 -19.59983 19.72637 0.03
H 25.02844 -20.48096 21.37709 0.04
C 24.74242 -10.09950 22.90997 -0.27
S 25.31048 -8.59539 22.02053 0.84
O 26.84859 -8.57970 22.16941 -0.57
C 24.88867 -9.07178 20.26629 -0.26
H 25.46904 -10.37352 23.67485 0.03
H 24.93677 -10.91517 22.21355 0.02
H 23.74916 -10.18258 23.35114 0.04
H 25.26494 -10.08176 20.10358 0.03
H 25.39057 -8.26495 19.73222 0.03
H 23.81927 -9.06302 20.05559 0.05
C 19.92098 -14.70790 23.81517 -0.26
S 19.75283 -16.07450 25.01384 0.88
O 21.23681 -16.38013 25.16487 -0.59
C 19.38288 -15.11656 26.51334 -0.28
H 20.56373 -13.90947 24.18597 0.06
H 18.91412 -14.39967 23.53348 0.05
H 20.46642 -15.07628 22.94632 0.02
H 19.49879 -15.59349 27.48659 0.06
H 18.33459 -14.85390 26.65545 0.05
H 19.89558 -14.15766 26.58924 0.04
```

* frontier orbital gap: 0.193 hartree
* highest occupied orbital energy: -7.10 eV
* electronic energy: -4228.2080 hartree



[2]
A cluster of 10 separate species, C44H42N10O12 in total, computed with ωB97M-V with the def2-TZVPD basis set.

XYZ file:
```
108
Properties=species:S:1:pos:R:3:lowdin_charge:R:1
C 3.70828 -1.43635 -2.43830 -0.08
C 3.30254 -1.96546 -3.71982 -0.30
N 3.02019 -2.29532 -4.77307 0.17
H 4.23509 -0.48765 -2.54104 0.08
H 4.37128 -2.14953 -1.94849 0.07
H 2.90167 -1.28947 -1.72003 0.04
C 1.62438 -4.89263 -2.73302 -0.09
C 0.25891 -5.38485 -2.84207 -0.27
N -0.81735 -5.82442 -2.88353 0.13
H 2.23199 -4.90667 -3.63785 0.08
H 2.13662 -5.45007 -1.94882 0.07
H 1.54441 -3.84362 -2.44793 0.04
C 0.09641 -0.02826 -5.24360 -0.09
C 0.84812 0.15751 -6.47046 -0.29
N 1.40915 0.30309 -7.45205 0.13
H -0.69510 0.70590 -5.09324 0.07
H 0.77129 0.10228 -4.39768 0.04
H -0.29096 -1.04699 -5.22764 0.08
C -1.12333 -0.98627 -0.07255 -0.04
C -0.30244 -1.19465 -1.24988 -0.22
N 0.32014 -1.32195 -2.24616 0.17
H -2.11366 -1.21595 -0.46572 0.08
H -1.04335 0.06039 0.22104 0.06
H -0.75653 -1.54435 0.78891 0.07
C 1.33250 5.93390 2.55685 -0.03
C -0.07221 5.99556 2.56221 -0.09
C -0.86814 5.13160 1.87206 -0.02
C -0.27948 4.06000 1.13096 -0.09
C 1.16915 3.92897 1.04636 0.02
C 1.89469 4.88690 1.75273 -0.07
N -1.19405 3.09829 0.45901 -0.31
O -2.40970 3.18856 0.56880 0.08
O -0.63071 2.24899 -0.22808 0.04
H 1.93455 6.62829 3.12409 0.10
H -0.57312 6.85811 2.97634 0.11
H -1.94425 5.21246 1.82929 0.12
H 1.67067 3.15172 0.48891 0.10
H 2.96964 4.79624 1.80451 0.10
C -1.30261 2.94367 4.70474 -0.08
C -0.92217 1.70525 4.24958 -0.05
C -1.75091 0.92875 3.37723 0.01
C -3.01469 1.35181 3.01503 -0.15
C -3.46456 2.53610 3.67193 0.01
C -2.58329 3.38576 4.35265 -0.07
N -3.85373 0.69464 2.01643 -0.31
O -3.55715 -0.39740 1.59225 0.06
O -4.91360 1.23184 1.66622 0.07
H -0.71615 3.51776 5.40679 0.11
H 0.03468 1.32327 4.57353 0.10
H -1.42974 -0.02115 2.97606 0.09
H -4.49077 2.76369 3.42393 0.11
H -2.98068 4.27337 4.82234 0.11
C -1.74177 -4.22956 1.19381 -0.10
C -2.41022 -3.48561 2.13422 -0.06
C -1.73881 -3.09217 3.33448 0.02
C -0.39685 -3.50190 3.54266 -0.12
C 0.22519 -4.30585 2.54053 0.00
C -0.44471 -4.59386 1.35664 -0.08
N 0.35915 -3.16453 4.76451 -0.33
O 1.60766 -3.18273 4.74984 0.05
O -0.32411 -2.77742 5.67177 0.10
H -2.23817 -4.46649 0.26438 0.12
H -3.43890 -3.17775 2.01830 0.11
H -2.31791 -2.62731 4.11868 0.11
H 1.16214 -4.81324 2.71684 0.12
H 0.08140 -5.14318 0.58992 0.11
C -3.15939 0.47214 -3.16826 -0.11
C -4.08173 1.05542 -2.33534 -0.04
C -4.91823 0.23080 -1.56484 -0.01
C -4.83066 -1.13166 -1.63468 -0.14
C -3.93515 -1.65112 -2.56918 0.00
C -3.09923 -0.85183 -3.39696 -0.06
N -5.55647 -2.12802 -0.76056 -0.33
O -6.16803 -1.72491 0.22011 0.07
O -5.66257 -3.24245 -1.22061 0.07
H -2.42098 1.13238 -3.59866 0.07
H -4.07244 2.09895 -2.05721 0.11
H -5.60382 0.68695 -0.86607 0.11
H -3.75474 -2.71253 -2.65440 0.11
H -2.22859 -1.19682 -3.93488 0.09
C 3.64180 3.61283 -2.27233 -0.06
C 2.74273 2.53917 -2.17297 -0.07
C 1.44804 2.66367 -2.62814 -0.02
C 1.00027 3.90094 -3.09933 -0.12
C 1.87225 4.99208 -3.12249 0.00
C 3.21159 4.86526 -2.73626 -0.05
N -0.45119 4.06732 -3.39118 -0.28
O -0.91172 5.24150 -3.53808 0.05
O -1.17663 3.05898 -3.45359 0.04
H 4.70339 3.43476 -2.18457 0.10
H 3.08366 1.52477 -2.02751 0.09
H 0.70611 1.87914 -2.64978 0.10
H 1.58222 5.98134 -3.44443 0.12
H 3.92486 5.64940 -2.94308 0.11
C 4.66939 -4.09651 1.24785 -0.07
C 3.59379 -3.49259 0.58487 -0.08
C 2.89587 -2.45284 1.17002 -0.03
C 3.23475 -1.99986 2.44103 -0.13
C 4.41536 -2.54870 3.04672 0.02
C 5.07208 -3.64342 2.48161 -0.07
N 2.50826 -0.89812 3.12180 -0.34
O 3.16931 -0.23720 3.90129 0.09
O 1.35362 -0.66962 2.79089 0.06
H 5.18831 -4.91222 0.76645 0.11
H 3.26451 -3.88929 -0.36413 0.08
H 2.01834 -2.01963 0.71323 0.10
H 4.84970 -2.26595 3.99425 0.12
H 5.80528 -4.18287 3.06283 0.11
```

* frontier orbital gap: 0.304 hartree
* highest occupied orbital energy: -9.58 eV
* electronic energy: -3151.6570 hartree
* SMILES: O=[N+]([O-])c1ccccc1.O=[N+]([O-])c1ccccc1.O=[N+]([O-])c1ccccc1.O=[N+]([O-])c1ccccc1.O=[N+]([O-])c1ccccc1.O=[N+]([O-])c1ccccc1.CC#N.CC#N.CC#N.CC#N



[3]
A cluster of 2 separate species, C5H12O in total, computed with ωB97M-V with the def2-TZVPD basis set.

XYZ file:
```
18
Properties=species:S:1:pos:R:3:lowdin_charge:R:1
C -1.07688 0.94442 -0.96334 -0.09
O -0.97427 -0.22056 -0.17132 -0.33
C 0.75430 -0.55293 0.89244 -0.12
C -1.15160 -1.41639 -0.90691 -0.10
C 1.71668 0.06210 -0.08052 -0.18
C 0.43010 0.40314 1.99836 -0.18
H -2.08740 1.02730 -1.38364 0.10
H -0.34209 0.94261 -1.78032 0.09
H -0.88560 1.79658 -0.30593 0.09
H -2.10233 -1.38312 -1.45429 0.09
H -0.32652 -1.56453 -1.61704 0.09
H -1.14652 -2.22792 -0.18083 0.09
H 1.70313 -0.42767 -1.06249 0.06
H 1.67100 1.15924 -0.21843 0.07
H 2.70506 -0.16786 0.34616 0.09
H 0.42299 1.48061 1.74290 0.06
H -0.50217 0.14275 2.50868 0.07
H 1.23850 0.25558 2.73160 0.09
```

* frontier orbital gap: 0.308 hartree
* highest occupied orbital energy: -7.41 eV
* electronic energy: -272.7844 hartree



[4]
A structure of composition C31H36AsCaNO7PSSi2, computed with ωB97M-V with the def2-TZVPD basis set.

XYZ file:
```
81
Properties=species:S:1:pos:R:3:lowdin_charge:R:1
Ca -1.83225 0.05876 -0.33877 1.07
O -2.67145 -2.50986 -2.44503 -0.27
S -1.50715 -1.77537 -2.03413 0.41
O -1.51616 -0.35636 -2.41332 -0.47
O -1.20231 -1.91118 -0.60166 -0.56
C -0.04890 -2.43365 -2.79276 -0.26
C -0.08600 -3.58956 -3.55150 -0.05
C 1.09922 -4.11556 -4.03600 -0.08
C 2.29893 -3.48115 -3.74255 -0.07
C 2.32183 -2.33578 -2.96271 -0.07
C 1.14226 -1.78199 -2.47061 -0.29
P 1.13653 -0.25007 -1.38826 1.14
C 1.82596 0.89918 -2.66620 -0.33
C 3.14435 0.92950 -3.11944 -0.10
C 3.51859 1.78136 -4.14720 -0.09
C 2.58576 2.62417 -4.73483 -0.09
C 1.27571 2.61547 -4.28233 -0.08
C 0.90035 1.76224 -3.25522 -0.09
C 2.58170 -0.72600 -0.35544 -0.37
C 2.47112 -1.94261 0.31954 -0.09
C 3.46508 -2.36357 1.18538 -0.08
C 4.57889 -1.56425 1.40395 -0.09
C 4.67427 -0.33262 0.77584 -0.08
C 3.67743 0.08977 -0.09172 -0.11
H -1.04355 -4.05689 -3.74344 0.11
H 1.08918 -5.02132 -4.62802 0.10
H 3.22984 -3.88790 -4.11804 0.10
H 3.27178 -1.88190 -2.71935 0.10
H 3.89488 0.29894 -2.66438 0.09
H 4.54588 1.78217 -4.49148 0.10
H 2.88249 3.28390 -5.54077 0.10
H 0.54105 3.27314 -4.73022 0.11
H -0.12719 1.75276 -2.91492 0.09
H 1.58732 -2.55431 0.17305 0.10
H 3.36386 -3.30866 1.70427 0.10
H 5.35839 -1.89507 2.07905 0.10
H 5.51630 0.31729 0.97969 0.10
H 3.75776 1.06610 -0.55168 0.09
O -3.33501 2.85162 -2.02628 0.04
C -2.62674 2.60932 -1.05513 -0.65
O -2.86060 1.76524 -0.12287 -0.28
C -1.30168 3.35515 -0.93546 -0.12
C -1.04736 4.48007 -1.71048 -0.01
C 0.18346 5.11646 -1.64530 -0.06
C 1.18348 4.62666 -0.82478 0.00
C 0.92431 3.50534 -0.04879 -0.14
C -0.31394 2.87106 -0.09171 0.03
N 1.94931 2.99248 0.82959 -0.35
O 1.71389 1.99272 1.46761 0.06
O 2.99358 3.61978 0.92393 0.05
H -1.83188 4.84678 -2.35977 0.12
H 0.36373 6.00208 -2.24041 0.10
H 2.15304 5.09877 -0.76080 0.12
H -0.51847 2.01282 0.55081 0.05
C -2.11962 0.63700 5.43258 -0.25
Si -2.57318 0.80168 3.58207 0.18
C -2.46248 2.65572 3.17192 -0.24
C -4.42201 0.35257 3.43777 -0.23
As -1.05739 -0.35875 2.22568 0.62
Si -1.97451 -2.48361 2.50980 0.18
C -2.36620 -2.88218 4.34018 -0.25
C -0.69629 -3.79820 1.99427 -0.24
C -3.58460 -2.88298 1.56786 -0.22
H -2.74665 1.24976 6.08662 0.01
H -1.07829 0.93651 5.57363 0.01
H -2.20690 -0.40329 5.75457 -0.01
H -3.06181 3.28332 3.83603 0.02
H -2.80566 2.81034 2.14668 0.00
H -1.42314 2.99273 3.22897 0.02
H -5.04034 0.94361 4.11857 0.02
H -4.59793 -0.70250 3.65752 0.00
H -4.76236 0.54685 2.41716 0.02
H -1.49697 -2.65748 4.96284 0.02
H -2.62814 -3.93448 4.47984 0.02
H -3.20081 -2.27877 4.70509 0.00
H 0.29057 -3.52656 2.37743 0.01
H -0.64161 -3.82324 0.90348 0.00
H -0.94275 -4.80180 2.34858 0.02
H -4.31382 -2.07515 1.67484 0.01
H -4.05125 -3.80599 1.92205 0.02
H -3.36678 -3.00057 0.50499 0.00
```

* frontier orbital gap: 0.210 hartree
* highest occupied orbital energy: -4.02 eV
* total charge: -1
* electronic energy: -6016.4275 hartree



[5]
The ion C4H9N2S with charge +1, computed with ωB97M-V with the def2-TZVPD basis set.

XYZ file:
```
16
Properties=species:S:1:pos:R:3:lowdin_charge:R:1
C -3.05520 -0.14469 -0.55129 0.25
C 0.76962 1.30853 0.06283 -0.43
C 2.90487 0.42864 -0.24016 -0.08
C -0.94620 -1.28115 0.44658 -0.11
N 1.48716 0.31098 -0.12756 -0.10
N -1.63781 -0.06439 0.08304 -0.46
S -1.01740 1.46371 0.17560 1.09
H -3.52685 0.75898 -0.46938 0.05
H -3.27622 -1.18713 -0.70020 0.09
H 1.05028 2.29420 0.17709 0.05
H 3.05057 0.09100 -1.32140 0.12
H 3.20521 -0.34542 0.53454 0.12
H 3.09110 1.52838 -0.11627 0.10
H 0.06082 -1.52388 0.11049 0.08
H -1.48280 -2.22062 0.35173 0.09
H -0.67715 -1.41714 1.58436 0.16
```

* frontier orbital gap (alpha / beta): 0.292 / 0.264 hartree
* highest occupied orbital energy (alpha / beta): -13.59 / -13.65 eV
* total charge: +1
* electronic energy: -665.0794 hartree
* SMILES: C=[N+](C)S/C=N/C



[6]
The molecule C3H2O2, computed with ωB97M-V with the def2-TZVPD basis set.

XYZ file:
```
7
Properties=species:S:1:pos:R:3:lowdin_charge:R:1
C -1.46667 -0.47810 -0.07090 -0.58
C -2.55368 0.48391 -0.11104 0.05
C -0.20460 -0.09225 0.05551 0.09
O -3.64628 0.73429 0.08997 0.28
O -2.20095 -1.45919 -0.01070 0.07
H 0.63380 -0.70589 0.24057 0.06
H 0.14567 0.89198 0.09750 0.05
```

* frontier orbital gap (alpha / beta): 0.311 / 0.311 hartree
* highest occupied orbital energy (alpha / beta): -9.00 / -9.00 eV
* electronic energy: -265.8854 hartree



Which max |F| belongs to each record? In order, 5.40, 3.93, 0.38, 3.50, 9.05, 2.90 eV/Å.
Which molar mass belongs to each record? In order, 629.030, 902.878, 88.150, 768.842, 117.197, 70.047 g mol⁻¹.
Which energy above the lowest of the compared OMol25 structures with the same formula, charge and spin belongs to each record? In order, 430.3, 263.1, 431.4, 202.7, 559.1, 172.8 kJ/mol.